The following is a quantum chemistry calculation of a molecular structure, C26H11BrF5N4PtS3, from OMol25.

CARTESIAN COORDINATES (ANGSTROEM)
Pt1 0.06179 -0.47328 0.58977
Br1 -2.93420 4.27476 5.83150
S1 1.62818 1.02827 1.38806
S2 0.14045 -2.20217 2.47435
S3 1.79757 -1.19342 -0.69819
F1 4.72214 -4.44134 2.16385
F2 4.11582 -1.18235 5.50279
F3 2.22879 -4.03685 1.29745
F4 1.62223 -0.75371 4.64486
F5 5.68586 -3.03672 4.28035
N1 -1.27515 -1.78317 -0.32606
N2 7.66760 -2.62326 0.52880
N3 -1.79053 0.10212 1.51833
N4 7.38094 0.18407 3.45332
C1 5.48632 -1.29014 0.88571
C2 -3.64121 2.37508 3.82605
C3 -1.04349 1.66980 3.21087
C4 4.19983 0.38971 2.06274
C5 -2.08196 1.05057 2.50839
C6 2.64992 -3.32495 2.34415
C7 4.43982 -2.83078 3.85502
C8 4.38317 -1.57283 0.08728
C9 3.10160 0.11858 1.25700
C10 6.49862 -0.03508 2.74912
C11 -3.39295 1.42641 2.84794
C12 3.94191 -3.54750 2.78158
C13 -2.55587 -1.67427 0.13687
C14 5.39073 -0.30689 1.88531
C15 -0.97393 -2.71778 -1.23502
C16 2.34840 -1.68138 4.01887
C17 6.69678 -2.02762 0.68723
C18 -1.90682 -3.58671 -1.74585
C19 -3.55668 -2.55253 -0.35378
C20 3.19208 -0.88419 0.27582
C21 1.80036 -2.40083 2.95544
C22 3.63604 -1.89109 4.47455
C23 -2.58836 2.96983 4.49403
C24 -2.78897 -0.68529 1.09274
C25 -1.28602 2.61481 4.18992
C26 -3.23411 -3.49563 -1.28352
H1 -0.45506 3.06220 4.71827
H2 4.13250 1.14170 2.83825
H3 -4.56369 -2.45387 0.02960
H4 -4.25277 1.01377 2.34342
H5 0.06305 -2.76812 -1.53513
H6 -1.60649 -4.32604 -2.47330
H7 -3.99198 -4.17226 -1.65762
H8 -3.78572 -0.60562 1.49879
H9 -4.66083 2.65131 4.05904
H10 4.45671 -2.34309 -0.66915
H11 -0.02549 1.37691 3.01786

Summary:
- F_max: 0.0091 hartree/bohr
- Energy above the lowest of the compared OMol25 structures with the same formula, charge and spin: 0.0000 eV
- HOMO (spin up / spin down): -3.889 / -5.474 eV
- Total charge: -1
- HOMO-LUMO gap (spin up / spin down): 6.05 / 6.48 eV
- Energy: -152486.1803 eV
- Multiplicity: 3